The following is a DFT calculation (wB97M-V/def2-TZVPD) of 11 unconnected molecules or ions with the total composition C60H152N10O21.

Last column: Löwdin charge in e.
Positions of all 243 atoms, in Å:
C  -1.63  -0.84  -5.38  -0.0550
O  -0.42  -0.05  -5.38  -0.2109
C  0.48  -0.48  -4.44  -0.2724
C  1.80  0.32  -4.54  -0.1363
N  2.87  -0.59  -4.02  -0.0479
C  4.23  -0.02  -3.84  -0.2013
C  5.01  -0.90  -2.87  -0.1903
O  4.49  -0.79  -1.52  -0.2190
C  5.03  0.26  -0.72  -0.0801
H  -1.96  -1.04  -4.36  0.0890
H  -1.28  -1.75  -5.87  0.0791
H  -2.37  -0.32  -5.99  0.0880
H  0.68  -1.52  -4.69  0.1117
H  0.10  -0.51  -3.42  0.0996
H  1.80  1.14  -3.83  0.0886
H  2.04  0.76  -5.51  0.1238
H  2.62  -0.96  -3.11  0.0736
H  4.17  0.97  -3.38  0.0934
H  4.84  0.22  -4.71  0.1142
H  6.08  -0.69  -2.87  0.1154
H  4.88  -1.96  -3.11  0.1186
H  4.92  1.22  -1.23  0.0755
H  6.09  0.02  -0.66  0.0785
H  4.75  0.23  0.33  0.0667
C  5.97  -5.69  3.23  -0.1463
O  4.94  -5.80  2.37  -0.1742
C  4.26  -6.99  2.21  -0.2285
C  2.84  -6.64  1.77  -0.2006
N  2.01  -5.82  2.69  -0.0377
C  0.69  -5.64  2.07  -0.2090
C  -0.07  -4.57  2.84  -0.1852
O  0.89  -3.53  3.27  -0.2193
C  0.20  -2.51  4.00  -0.0840
H  6.72  -6.45  3.00  0.0962
H  5.75  -5.78  4.30  0.0908
H  6.40  -4.69  3.18  0.0661
H  4.23  -7.56  3.14  0.1216
H  4.70  -7.68  1.48  0.1216
H  2.26  -7.56  1.63  0.1175
H  3.08  -6.15  0.83  0.1133
H  2.49  -4.94  2.83  0.0735
H  0.19  -6.60  2.00  0.1201
H  0.83  -5.30  1.04  0.0910
H  -0.40  -5.05  3.76  0.1158
H  -0.98  -4.22  2.35  0.1176
H  0.89  -1.69  4.22  0.0663
H  -0.16  -2.92  4.95  0.0935
H  -0.70  -2.14  3.50  0.0699
C  8.64  -5.99  5.79  -0.1065
O  8.24  -4.92  4.99  -0.2170
C  9.19  -3.87  5.04  -0.2095
C  8.76  -2.48  4.48  -0.1848
N  8.49  -2.49  3.05  -0.0757
C  7.79  -1.32  2.58  -0.2016
C  6.33  -1.25  3.03  -0.1941
O  5.53  -2.13  2.19  -0.2020
C  4.12  -2.42  2.52  -0.0548
H  9.64  -6.23  5.43  0.0869
H  7.99  -6.85  5.61  0.0928
H  8.70  -5.63  6.81  0.0900
H  10.13  -4.19  4.59  0.1211
H  9.46  -3.70  6.08  0.1102
H  9.62  -1.83  4.64  0.1173
H  7.89  -2.09  5.00  0.1020
H  7.95  -3.31  2.83  0.0873
H  7.84  -1.35  1.50  0.1181
H  8.49  -0.53  2.87  0.1212
H  5.91  -0.25  3.00  0.1006
H  6.16  -1.58  4.05  0.1040
H  3.61  -3.05  1.78  0.0743
H  3.54  -1.51  2.69  0.0612
H  4.02  -2.99  3.44  0.0754
C  -2.56  5.71  -2.41  -0.1060
O  -3.58  5.19  -3.27  -0.1787
C  -4.79  4.75  -2.64  -0.1942
C  -4.79  3.68  -1.55  -0.2030
N  -4.47  4.13  -0.21  -0.0314
C  -4.40  2.98  0.67  -0.2166
C  -5.58  2.88  1.58  -0.1974
O  -5.65  3.93  2.60  -0.1957
C  -6.88  3.84  3.32  -0.1120
H  -1.74  6.14  -2.99  0.0836
H  -2.06  4.92  -1.85  0.0444
H  -2.94  6.45  -1.70  0.0926
H  -5.54  4.48  -3.38  0.0963
H  -5.19  5.66  -2.18  0.1178
H  -4.04  2.95  -1.86  0.1033
H  -5.77  3.21  -1.59  0.1072
H  -5.26  4.68  0.09  0.1105
H  -3.51  3.03  1.28  0.1019
H  -4.37  2.07  0.07  0.0979
H  -5.71  1.92  2.07  0.1103
H  -6.48  3.00  0.98  0.1165
H  -6.97  4.40  4.25  0.0838
H  -6.96  2.84  3.74  0.0771
H  -7.79  4.02  2.73  0.0866
C  -2.30  0.60  3.00  -0.0850
O  -1.50  1.03  4.14  -0.1900
C  -1.90  2.33  4.58  -0.2149
C  -1.25  2.71  5.94  -0.1990
N  0.22  2.72  5.87  -0.0247
C  0.75  1.95  7.04  -0.2088
C  2.14  1.33  6.79  -0.1900
O  1.80  0.16  5.98  -0.1872
C  2.97  -0.53  5.56  -0.1161
H  -1.78  -0.31  2.71  0.0626
H  -2.33  1.14  2.06  0.0503
H  -3.27  0.45  3.48  0.0978
H  -2.96  2.45  4.78  0.1180
H  -1.59  3.11  3.89  0.1058
H  -1.58  1.92  6.63  0.0992
H  -1.68  3.60  6.40  0.1062
H  0.43  2.10  5.09  0.0746
H  0.11  1.14  7.36  0.1087
H  0.84  2.60  7.91  0.1106
H  2.62  1.22  7.76  0.1143
H  2.84  1.99  6.27  0.1163
H  3.62  -0.75  6.41  0.0897
H  3.58  0.02  4.84  0.0682
H  2.85  -1.49  5.06  0.0600
C  -7.68  -0.20  1.25  -0.1229
O  -8.68  -0.56  0.37  -0.2010
C  -8.42  -1.74  -0.30  -0.2142
C  -7.17  -1.75  -1.24  -0.2019
N  -7.38  -0.97  -2.43  -0.0558
C  -7.47  0.40  -2.13  -0.2289
C  -7.31  1.26  -3.40  -0.1999
O  -5.94  1.25  -3.80  -0.2122
C  -5.69  2.06  -4.96  -0.0862
H  -6.74  0.04  0.75  0.0663
H  -7.52  -0.92  2.06  0.0992
H  -8.05  0.72  1.70  0.0901
H  -9.30  -1.92  -0.91  0.1292
H  -8.25  -2.51  0.46  0.1172
H  -7.04  -2.81  -1.46  0.1141
H  -6.23  -1.50  -0.77  0.1072
H  -8.29  -1.22  -2.78  0.1122
H  -6.72  0.74  -1.41  0.1068
H  -8.37  0.56  -1.53  0.1164
H  -7.56  2.29  -3.16  0.1099
H  -7.92  0.89  -4.22  0.1201
H  -4.63  2.24  -5.15  0.0866
H  -6.06  3.05  -4.70  0.0613
H  -6.18  1.61  -5.82  0.0888
C  1.72  -3.46  -1.98  -0.0872
O  1.02  -2.28  -1.52  -0.2105
C  0.80  -2.33  -0.07  -0.1539
C  0.67  -0.86  0.52  -0.1495
N  -0.33  -0.10  -0.22  -0.0575
C  -0.10  1.32  -0.09  -0.1643
C  -1.07  2.12  -1.07  -0.1460
O  -0.48  1.87  -2.35  -0.2261
C  -1.23  2.44  -3.41  -0.0868
H  2.74  -3.47  -1.60  0.0886
H  1.72  -3.54  -3.07  0.0740
H  1.16  -4.34  -1.67  0.0772
H  1.53  -2.97  0.42  0.0889
H  -0.09  -2.90  0.20  0.1052
H  1.67  -0.44  0.37  0.1063
H  0.55  -0.87  1.60  0.1040
H  -0.27  -0.24  -1.22  0.0904
H  0.96  1.55  -0.20  0.0949
H  -0.38  1.62  0.92  0.1051
H  -0.99  3.18  -0.81  0.1009
H  -2.11  1.82  -1.19  0.1003
H  -1.08  3.52  -3.38  0.0745
H  -2.28  2.16  -3.35  0.0870
H  -0.79  2.14  -4.36  0.0860
C  0.02  -5.29  -5.29  -0.1316
O  -0.20  -6.41  -6.08  -0.1896
C  -1.53  -6.90  -6.12  -0.2207
C  -1.74  -7.44  -7.51  -0.1699
N  -3.21  -7.53  -7.81  -0.0943
C  -4.01  -8.49  -7.03  -0.1816
C  -3.40  -9.84  -6.49  -0.1645
O  -2.69  -9.69  -5.19  -0.2317
C  -2.36  -10.95  -4.61  -0.1050
H  0.04  -5.62  -4.25  0.0768
H  -0.77  -4.55  -5.39  0.0820
H  1.06  -5.03  -5.45  0.0925
H  -2.30  -6.14  -6.01  0.1136
H  -1.70  -7.54  -5.25  0.1150
H  -1.29  -8.42  -7.68  0.1177
H  -1.38  -6.75  -8.27  0.1198
H  -3.64  -6.62  -7.70  0.0898
H  -4.94  -8.75  -7.53  0.1047
H  -4.29  -7.86  -6.19  0.1078
H  -2.96  -10.55  -7.18  0.1176
H  -4.29  -10.39  -6.20  0.1013
H  -1.77  -10.84  -3.70  0.0900
H  -1.82  -11.48  -5.39  0.0801
H  -3.26  -11.54  -4.44  0.0793
C  -2.84  6.44  4.92  -0.0838
O  -1.98  5.89  3.88  -0.2115
C  -2.73  5.84  2.66  -0.1948
C  -1.71  5.50  1.50  -0.2028
N  -0.87  6.63  1.21  -0.0529
C  0.18  6.36  0.23  -0.1882
C  1.28  7.44  0.36  -0.2413
O  0.91  8.58  -0.34  -0.1733
C  1.95  9.59  -0.19  -0.0890
H  -3.87  6.07  4.88  0.0794
H  -2.80  7.53  4.84  0.0855
H  -2.44  6.11  5.88  0.0748
H  -3.22  6.80  2.50  0.1196
H  -3.47  5.04  2.72  0.0876
H  -2.31  5.18  0.64  0.0821
H  -1.14  4.63  1.84  0.1032
H  -0.25  6.69  2.00  0.0968
H  -0.22  6.29  -0.78  0.1056
H  0.59  5.41  0.57  0.0855
H  2.11  6.93  -0.13  0.1005
H  1.52  7.65  1.40  0.1260
H  1.94  9.87  0.86  0.0864
H  1.58  10.44  -0.76  0.0875
H  2.97  9.43  -0.57  0.0749
C  3.34  7.78  -3.01  -0.1292
O  3.34  6.38  -2.99  -0.2041
C  2.05  5.74  -3.25  -0.1511
C  2.10  4.22  -2.91  -0.1875
N  1.99  3.76  -1.54  -0.0265
C  3.09  4.09  -0.67  -0.1980
C  2.85  3.68  0.82  -0.1765
O  3.41  2.36  1.04  -0.2203
C  3.50  1.90  2.41  -0.0856
H  4.23  8.24  -2.60  0.0935
H  2.48  8.10  -2.42  0.0564
H  3.07  8.14  -4.00  0.0880
H  1.84  5.81  -4.32  0.1165
H  1.26  6.32  -2.77  0.1031
H  2.97  3.87  -3.47  0.1113
H  1.34  3.69  -3.49  0.0950
H  1.90  2.76  -1.54  0.0846
H  3.30  5.16  -0.64  0.0955
H  4.06  3.71  -0.98  0.1154
H  1.81  3.86  1.06  0.0974
H  3.49  4.33  1.41  0.1153
H  2.58  1.81  2.99  0.0809
H  4.21  2.51  2.97  0.0873
H  3.91  0.89  2.41  0.0438
O  -3.34  -0.25  0.47  -0.0647
H  -3.76  -0.35  -0.39  0.0318
H  -2.41  -0.42  0.30  -0.0032

Values from the calculation:
Lowest unoccupied orbital energy (eV): 0.52
Relative energy (zero: lowest compared OMol25 entry of this formula, charge and spin) (kJ/mol): 266.9
SMILES: COCCNCCOC.COCCNCCOC.COCCNCCOC.COCCNCCOC.COCCNCCOC.COCCNCCOC.COCCNCCOC.COCCNCCOC.COCCNCCOC.COCCNCCOC.O
Largest force on an atom (eV Å⁻¹): 2.76
Electronic energy (eV): -122564.69097
2S+1: 1